ORCA calculation (ωB97M-V/def2-TZVPD) on C41H34N6O3P2RuS5Se as an isolated structure at a distorted geometry.

XYZ file:
```
93
Properties=species:S:1:pos:R:3:mulliken_spin:R:1
Ru 1.586 -2.130 -0.520 3.3931
S 2.544 -2.338 -2.659 0.2337
C 1.306 -3.046 -3.702 0.0027
C 1.461 -3.239 -5.088 0.0044
C 0.457 -3.702 -5.931 0.0053
C 0.694 -3.590 -7.393 -0.0022
N 0.860 -3.566 -8.545 0.0007
C -0.699 -4.109 -5.351 0.0193
C -0.875 -4.031 -3.947 -0.0101
C 0.063 -3.431 -3.124 -0.0247
S -0.401 -3.254 -1.491 0.1765
C -1.886 -4.495 -6.125 -0.0050
N -2.782 -4.941 -6.685 0.0048
H 2.420 -2.836 -5.508 -0.0060
H -1.787 -4.411 -3.549 -0.0013
C -1.551 4.885 -2.163 0.0001
S -3.184 4.090 -2.098 0.0000
C -3.348 3.572 -0.376 0.0000
C -2.805 2.283 0.248 0.0014
C -1.242 2.252 0.086 0.0046
N -0.489 1.108 0.522 0.0574
P -0.432 0.514 2.157 -0.0423
C -1.526 1.534 3.049 -0.0045
C -1.131 2.890 3.301 -0.0009
C -1.886 3.710 4.132 0.0002
C -3.117 3.175 4.606 -0.0003
C -3.570 1.938 4.264 0.0003
C -2.776 1.081 3.515 0.0000
C -1.244 -1.067 2.151 0.0241
C -0.771 -2.068 2.950 0.0259
C -1.338 -3.397 2.938 0.0019
C -2.342 -3.714 2.010 0.0057
C -2.586 -2.753 1.002 -0.0067
C -2.089 -1.492 1.064 0.0307
P 0.733 0.435 -0.589 0.0748
C -0.027 0.592 -2.273 -0.1130
C 0.542 1.387 -3.290 0.0099
C 0.109 1.377 -4.614 0.0002
C -1.102 0.760 -4.895 0.0014
C -1.771 0.098 -3.850 -0.0027
C -1.190 -0.087 -2.559 0.0078
C 2.145 1.620 -0.342 -0.0269
C 2.115 2.783 0.400 0.0119
C 3.310 3.639 0.333 -0.0073
C 4.521 3.074 -0.100 0.0120
C 4.546 1.990 -0.933 -0.0006
C 3.342 1.264 -1.039 0.0534
H -1.547 5.310 -1.123 -0.0001
H -1.536 5.723 -2.818 0.0001
H -0.804 4.170 -2.360 -0.0003
H -4.438 3.640 -0.114 0.0000
H -2.941 4.412 0.219 0.0000
H -3.146 1.321 -0.240 0.0004
H -3.078 2.360 1.321 -0.0004
H -0.911 3.262 0.520 -0.0024
H -0.908 2.373 -0.976 -0.0006
H -0.143 3.186 3.148 -0.0011
H -1.403 4.671 4.354 0.0000
H -3.607 3.817 5.352 0.0000
H -4.581 1.718 4.696 0.0000
H -3.068 0.016 3.398 0.0007
H 0.017 -1.866 3.634 -0.0023
H -0.892 -4.202 3.478 -0.0042
H -2.731 -4.714 1.858 0.0007
H -3.098 -3.133 0.118 0.0004
H -2.415 -0.737 0.305 -0.0117
H 1.400 1.998 -3.093 0.0002
H 0.605 2.031 -5.298 -0.0001
H -1.667 0.849 -5.835 0.0001
H -2.725 -0.325 -4.100 0.0001
H -1.773 -0.689 -1.763 0.0152
H 1.113 3.101 0.724 0.0011
H 3.232 4.497 0.976 -0.0009
H 5.406 3.611 0.048 0.0000
H 5.384 1.844 -1.605 0.0002
H 3.215 0.347 -1.495 -0.0301
O 0.509 -0.706 5.397 0.0008
S 1.251 0.499 5.202 -0.0020
O 0.585 1.730 5.578 0.0006
O 2.663 0.482 5.415 0.0005
S 1.496 0.656 2.960 0.0153
Se 5.064 -0.320 2.371 0.1915
N 4.768 -1.628 3.747 0.2455
C 3.838 -2.385 3.236 -0.0531
C 3.290 -3.542 3.836 0.3039
C 2.321 -4.292 3.123 -0.0673
C 2.008 -3.933 1.807 0.2339
N 2.609 -2.919 1.207 0.1745
C 3.407 -2.132 1.857 -0.1207
N 3.836 -1.047 1.241 0.1924
H 3.450 -3.833 4.866 0.0087
H 1.978 -5.194 3.545 0.0004
H 1.156 -4.381 1.292 0.0004
```

Summary:
* energy: -7306.96951 Eh
* spin multiplicity: 6
* relative energy (zero: lowest compared OMol25 entry of this formula, charge and spin): 169.5 kJ/mol
* net charge: -1
* HOMO level (spin up / spin down): -3.5 / -5.4 eV
* gap between HOMO and LUMO (spin up / spin down): 5.0 / 6.6 eV